Entry 1:
A molecular structure, FHKOP at a distorted geometry, computed with the ωB97M-V functional and the def2-TZVPD basis.

```
! RIJCOSX wB97M-V def2-TZVPD def2/J DEFGRID3
* xyz 0 1
P 2.1647 -0.4609 0.0791
F -3.9280 0.8052 -0.0417
O 0.7183 -0.9214 0.0329
K -1.8425 0.1735 -0.0774
H 2.6928 -1.8252 0.0713
*
```

Computed properties:
Lowest unoccupied orbital energy   -2.320 eV
Energy   -1116.9762 hartree
Highest occupied orbital energy   -8.58 eV
Gap between HOMO and LUMO   6.26 eV

Let us look at the Mulliken charges, expressed in e, one per atom: number 1, P, carries 0.349; number 2, F, carries -0.904; number 3, O, carries -0.376; number 4, K, carries 0.881; number 5, H, carries 0.050

***

Entry 2:
Cl4NOP in the gas phase at a distorted geometry, computed with the ωB97M-V functional and the def2-TZVPD basis.

```
! RIJCOSX wB97M-V def2-TZVPD def2/J DEFGRID3
* xyz 0 1
N 0.6979 0.0533 -0.5025
O -1.8362 0.2878 -1.6520
P 0.9833 0.0071 1.2425
Cl -0.8172 -0.6617 -1.1357
Cl 1.0826 1.4067 -1.5601
Cl -0.6137 0.8233 2.2127
Cl 0.5033 -1.9164 1.3951
*
```

Computed properties:
Lowest unoccupied orbital energy   -0.637 eV
Energy relative to the best compared isomer or geometry (same formula, charge and spin)   368.8 kJ/mol
Energy   -2311.9718 hartree
Highest occupied orbital energy   -9.63 eV
Gap between HOMO and LUMO   9.00 eV

These are the natural (NBO) partial charges, in e, on atoms 1 to 6: number 1, N, carries -0.880; number 2, O, carries -0.753; number 3, P, carries 1.013; number 4, Cl, carries 0.962; number 5, Cl, carries 0.177; number 6, Cl, carries -0.276

***

Entry 3:
C4H6OS in the gas phase at a distorted geometry, computed with the ωB97M-V functional and the def2-TZVPD basis.

```
! RIJCOSX wB97M-V def2-TZVPD def2/J DEFGRID3
* xyz 0 3
C 1.0650 0.5710 0.0834
C 0.0226 -0.3258 -0.0810
C 0.0831 -1.6460 -0.4971
C -1.3363 0.1828 0.0065
O 2.1009 2.6503 1.2511
S 0.8155 2.0575 0.9165
H 2.1027 0.3039 -0.3527
H 0.9877 -2.1940 -0.4138
H -0.7240 -2.3470 -0.8523
H -2.0441 -0.5367 -0.5032
H -1.3730 1.0558 -0.5250
H -1.7001 0.2283 0.9676
*
```

Computed properties:
Lowest unoccupied orbital energy (spin up / spin down)   0.957 / -2.155 eV
Energy relative to the best compared isomer or geometry (same formula, charge and spin)   99.0 kJ/mol
Energy   -629.2906 hartree
Highest occupied orbital energy (spin up / spin down)   -7.19 / -10.15 eV
Gap between HOMO and LUMO (spin up / spin down)   8.14 / 7.99 eV

These are the natural (NBO) partial charges, in e, on atoms 1 to 6: number 1, C, carries -0.454; number 2, C, carries -0.084; number 3, C, carries -0.280; number 4, C, carries -0.641; number 5, O, carries -0.771; number 6, S, carries 0.952